# 1
# CHN2O3

A gas-phase ion, CHN2O3 (charge -1) (ωB97M-V/def2-TZVPD, OMol25).

Values from the calculation:
- Total energy: -10171.98351 eV
- ΔE to the lowest compared entry with this formula, charge and spin: 307.44 kJ/mol
- Orbital gap: 8.18 eV
- LUMO level: 4.51 eV
- Charge: -1
- Structure (SMILES): [O-]C1=NONO1
- 2S+1: 1
- Molecular weight: 89.030 g/mol
- HOMO level: -3.6678 eV

Positions of all 7 atoms, in Å:
O1 -2.08 -0.92 -0.37
C1 -1.07 -0.30 -0.08
N1 -0.74 1.01 0.02
O2 0.77 1.29 0.37
N2 1.29 0.00 0.23
O3 0.34 -0.99 0.50
H1 1.49 -0.08 -0.68

=====

# 2
# C36H50N9O4PS

8 unconnected molecules or ions with the total composition C36H50N9O4PS (ωB97M-V/def2-TZVPD, OMol25).

Values from the calculation:
- Total energy: -79865.91237 eV
- Orbital gap: 7.88 eV
- LUMO level: -0.24 eV
- Structure (SMILES): CC(C)=NP(CCCCS(=O)(=O)O)N=C=O.c1cc[nH]c1.c1cc[nH]c1.c1cc[nH]c1.c1cc[nH]c1.c1cc[nH]c1.c1cc[nH]c1.c1cc[nH]c1
- 2S+1: 1
- Molecular weight: 735.896 g/mol
- HOMO level: -8.1188 eV

Positions of all 101 atoms, in Å:
C1 1.09 1.38 3.46
C2 0.96 0.67 2.14
C3 1.02 1.52 0.91
N1 0.86 -0.60 2.00
P1 -0.09 -1.64 2.98
C4 -1.54 -0.67 3.56
C5 -2.65 -0.82 2.49
C6 -2.79 0.35 1.51
C7 -2.90 1.75 2.11
S1 -4.09 1.95 3.41
O1 -4.61 3.28 3.34
O2 -3.54 1.47 4.63
O3 -5.26 0.97 2.96
N2 0.92 -1.96 4.43
C8 0.52 -1.43 5.46
O4 0.23 -0.84 6.41
H1 1.70 2.28 3.32
H2 0.14 1.72 3.88
H3 1.61 0.75 4.18
H4 1.76 2.31 1.02
H5 0.04 1.97 0.71
H6 1.33 0.90 0.07
H7 -1.90 -1.11 4.49
H8 -1.33 0.37 3.79
H9 -2.47 -1.72 1.91
H10 -3.60 -0.97 2.99
H11 -1.98 0.33 0.78
H12 -3.71 0.18 0.94
H13 -3.11 2.51 1.36
H14 -1.96 2.05 2.59
H15 -6.04 1.51 2.77
C9 2.81 -4.07 6.96
C10 3.75 -4.49 7.94
C11 4.89 -3.75 7.76
N3 4.68 -2.91 6.70
C12 3.41 -3.08 6.21
H16 1.81 -4.44 6.81
H17 3.60 -5.25 8.69
H18 5.83 -3.76 8.28
H19 5.35 -2.25 6.35
H20 3.05 -2.51 5.38
C13 -2.32 -6.51 4.65
C14 -1.12 -7.18 4.30
C15 -0.15 -6.22 4.16
N4 -0.72 -5.00 4.40
C16 -2.04 -5.17 4.70
H21 -3.28 -6.96 4.83
H22 -0.98 -8.24 4.18
H23 0.90 -6.30 3.91
H24 -0.24 -4.12 4.36
H25 -2.67 -4.32 4.93
C17 0.41 -3.05 -1.55
C18 -0.35 -3.49 -2.67
C19 -1.65 -3.12 -2.46
N5 -1.71 -2.49 -1.24
C20 -0.46 -2.44 -0.68
H26 1.46 -3.18 -1.40
H27 0.02 -4.00 -3.54
H28 -2.53 -3.25 -3.06
H29 -2.54 -2.12 -0.82
H30 -0.29 -1.97 0.27
C21 -1.85 1.32 -4.37
C22 -0.53 1.81 -4.20
C23 0.04 1.07 -3.19
N6 -0.88 0.17 -2.75
C24 -2.04 0.31 -3.46
H31 -2.58 1.68 -5.08
H32 -0.05 2.60 -4.75
H33 1.02 1.12 -2.75
H34 -0.73 -0.50 -2.01
H35 -2.89 -0.31 -3.27
C25 1.62 6.21 -3.58
C26 0.48 7.06 -3.57
C27 -0.62 6.25 -3.43
N7 -0.18 4.96 -3.36
C28 1.18 4.93 -3.45
H36 2.65 6.52 -3.67
H37 0.47 8.13 -3.65
H38 -1.67 6.49 -3.38
H39 -0.77 4.14 -3.27
H40 1.72 3.99 -3.41
C29 -0.68 2.60 -8.38
C30 -1.43 2.25 -9.54
C31 -2.71 2.67 -9.34
N8 -2.77 3.26 -8.10
C32 -1.54 3.22 -7.51
H41 0.37 2.41 -8.20
H42 -1.06 1.74 -10.41
H43 -3.59 2.60 -9.96
H44 -3.60 3.66 -7.69
H45 -1.38 3.64 -6.54
C33 5.81 0.91 -2.68
C34 5.06 0.55 -3.83
C35 3.77 0.98 -3.63
N9 3.72 1.58 -2.41
C36 4.95 1.54 -1.82
H46 6.85 0.72 -2.50
H47 5.42 0.03 -4.70
H48 2.90 0.90 -4.26
H49 2.90 1.99 -1.99
H50 5.12 1.98 -0.85

=====

# 3
# C3H6N4

2 unconnected molecules or ions with the total composition C3H6N4 (ωB97M-V/def2-TZVPD, OMol25).

Values from the calculation:
- Total energy: -9166.53268 eV
- ΔE to the lowest compared entry with this formula, charge and spin: 224.18 kJ/mol
- Orbital gap: 8.19 eV
- LUMO level: -1.45 eV
- Structure (SMILES): [H]/N=C1\C=NC=N1.N
- 2S+1: 1
- Molecular weight: 98.109 g/mol
- HOMO level: -9.6359 eV

Positions of all 13 atoms, in Å:
H1 -1.72 -2.70 -0.30
N1 -1.08 -2.13 0.11
C1 -1.23 -0.88 0.21
C2 -2.35 0.02 -0.36
N2 -1.98 1.26 -0.15
C3 -0.77 1.22 0.51
N3 -0.32 0.05 0.75
H2 -3.33 -0.33 -0.68
H3 -0.16 2.22 0.76
N4 3.25 0.12 -0.06
H4 3.70 0.99 0.28
H5 3.70 -0.19 -0.89
H6 2.30 0.35 -0.19